This record from the OMol25 dataset describes a cluster of 9 separate species, C14H14BCl24F7 in total in a non-equilibrium geometry. The level of theory is ωB97M-V/def2-TZVPD.

Properties
LUMO level in eV: -1.51
Net charge: 0
Kohn-Sham gap in eV: 6.91
SMILES string: FC(F)=C(F)CCBC(F)(F)C(F)F.ClC(Cl)Cl.ClC(Cl)Cl.ClC(Cl)Cl.ClC(Cl)Cl.ClC(Cl)Cl.ClC(Cl)Cl.ClC(Cl)Cl.ClC(Cl)Cl

Last column: Löwdin charge in e.
Atoms and positions in Å:
F  1.09  -5.09  0.73  0.087
C  1.46  -3.80  0.39  -0.153
F  2.83  -3.58  0.07  0.029
C  0.60  -2.66  0.33  -0.130
F  0.52  -1.77  1.44  -0.015
C  -0.23  -2.39  -0.99  -0.136
C  -1.79  -2.12  -0.74  -0.154
B  -2.66  -3.45  -0.46  0.049
C  -4.28  -3.58  -0.56  -0.303
F  -4.64  -4.91  -0.16  0.016
F  -4.78  -3.36  -1.88  0.034
C  -5.10  -2.61  0.40  -0.235
F  -6.47  -3.00  0.34  0.016
F  -4.62  -2.59  1.72  0.042
H  0.19  -1.42  -1.41  0.076
H  -0.02  -3.19  -1.76  0.137
H  -2.17  -1.55  -1.66  0.104
H  -1.89  -1.43  0.16  0.125
H  -2.08  -4.43  -0.11  0.094
H  -5.09  -1.54  -0.02  0.072
Cl  1.42  2.12  -4.06  0.492
C  1.38  1.81  -2.32  -1.516
Cl  -0.25  1.35  -1.81  0.518
Cl  2.55  0.56  -1.89  0.521
H  1.65  2.73  -1.80  -0.066
Cl  5.33  3.65  -2.23  0.522
C  4.04  4.83  -1.95  -1.491
Cl  2.99  4.95  -3.37  0.509
Cl  3.10  4.38  -0.52  0.543
H  4.49  5.80  -1.77  0.020
Cl  4.17  -2.28  4.35  0.541
C  4.14  -3.49  3.06  -1.545
Cl  5.77  -3.84  2.49  0.534
Cl  3.34  -4.97  3.60  0.539
H  3.57  -3.08  2.23  -0.017
Cl  1.56  1.22  6.20  0.524
C  1.46  0.35  4.66  -1.549
Cl  0.49  -1.12  4.84  0.524
Cl  0.78  1.39  3.40  0.523
H  2.46  0.07  4.36  -0.026
Cl  -3.35  1.38  -1.37  0.506
C  -5.00  1.45  -1.99  -1.503
Cl  -5.00  1.55  -3.75  0.538
Cl  -5.94  0.05  -1.45  0.602
H  -5.47  2.35  -1.60  0.018
Cl  5.39  -0.99  -3.55  0.511
C  5.42  0.06  -4.97  -1.521
Cl  4.80  -0.80  -6.39  0.525
Cl  4.49  1.54  -4.68  0.471
H  6.45  0.34  -5.17  0.016
Cl  0.45  6.46  -1.60  0.494
C  -0.66  7.28  -2.72  -1.537
Cl  0.14  8.66  -3.48  0.522
Cl  -1.25  6.15  -3.94  0.519
H  -1.51  7.64  -2.15  0.015
Cl  -2.82  -1.18  8.55  0.518
C  -2.74  -0.19  7.08  -1.554
Cl  -3.43  -1.06  5.70  0.509
Cl  -3.58  1.35  7.32  0.515
H  -1.70  0.02  6.87  -0.018

=====

This record from the OMol25 dataset describes a structure of composition C14H14BIN7Ru in a non-equilibrium geometry. The level of theory is ωB97M-V/def2-TZVPD.

Properties
LUMO level in eV: -13.00
Net charge: +3
Kohn-Sham gap in eV: 4.80

Last column: Löwdin charge in e.
Atoms and positions in Å:
Ru  -0.06  -0.07  0.26  1.586
C  -1.85  -3.21  -1.90  0.027
C  -1.59  -2.77  -0.63  -0.039
N  -0.90  -1.61  -0.70  -0.099
N  -0.75  -1.27  -2.02  -0.014
C  -1.32  -2.25  -2.74  0.029
B  -0.01  0.05  -2.49  -0.414
N  -0.76  1.28  -1.88  -0.006
C  -1.36  2.31  -2.47  0.047
C  -1.87  3.17  -1.49  0.044
C  -1.56  2.60  -0.28  -0.025
N  -0.88  1.44  -0.52  -0.132
N  1.45  0.01  -1.91  0.000
C  2.65  0.03  -2.47  0.056
C  3.64  0.01  -1.47  0.045
C  2.98  -0.03  -0.28  -0.010
N  1.63  -0.03  -0.55  -0.140
H  -2.36  -4.12  -2.18  0.143
H  -1.84  -3.23  0.31  0.141
H  -1.32  -2.22  -3.82  0.162
H  0.00  0.10  -3.67  0.145
H  -1.39  2.38  -3.55  0.165
H  -2.40  4.10  -1.65  0.143
H  -1.79  2.92  0.72  0.137
H  2.74  0.06  -3.55  0.167
H  4.71  0.03  -1.61  0.144
H  3.34  -0.06  0.74  0.144
I  0.05  -2.88  5.30  1.117
C  0.06  -1.10  4.27  -0.704
C  0.13  0.14  4.92  -0.031
C  0.14  1.32  4.20  0.023
C  0.07  1.28  2.82  -0.068
N  0.00  0.08  2.20  -0.140
C  0.00  -1.08  2.88  -0.158
H  0.17  0.18  6.01  0.136
H  0.19  2.29  4.69  0.147
H  0.10  2.16  2.20  0.123
H  -0.05  -2.00  2.30  0.108

=====

This record from the OMol25 dataset describes a cluster of 2 separate species, C14H14BrF6N5O8P in total in a non-equilibrium geometry. The level of theory is ωB97M-V/def2-TZVPD.

Properties
LUMO level in eV: 0.50
Net charge: -1
Kohn-Sham gap in eV: 1.94

Last column: Löwdin charge in e.
Atoms and positions in Å:
C  4.35  0.79  -0.80  0.032
C  3.43  0.29  -1.86  -0.502
O  3.28  -0.87  -2.08  0.153
O  2.75  1.28  -2.54  0.072
C  1.95  0.79  -3.58  -0.406
O  2.39  0.36  -4.59  0.195
C  0.45  0.91  -3.30  0.017
C  0.21  0.85  -1.84  -0.304
N  0.02  -0.29  -1.24  0.234
C  -0.15  -0.04  0.03  -0.311
N  -0.34  -0.96  0.96  -0.030
C  -0.42  -2.37  0.55  -0.105
C  -1.23  -3.18  1.56  -0.042
C  -1.38  -4.58  0.98  -0.690
F  -0.44  -4.87  0.07  0.120
F  -1.30  -5.48  1.92  0.184
F  -2.55  -4.75  0.39  0.160
N  -0.47  -0.66  2.33  0.124
C  0.53  -0.91  3.00  -0.241
O  1.49  -1.03  3.67  0.206
N  -0.10  1.32  0.27  -0.139
P  -0.29  2.39  1.65  0.576
O  0.80  1.84  2.77  -0.383
Br  -2.27  1.88  2.72  0.228
N  0.16  1.85  -0.96  -0.062
C  0.37  3.23  -1.30  -0.132
C  -0.91  4.09  -1.48  -0.040
C  -2.17  3.32  -1.68  -0.722
F  -2.12  2.56  -2.75  0.174
F  -2.54  2.62  -0.65  0.165
F  -3.16  4.19  -1.91  0.142
H  5.03  0.01  -0.53  0.092
H  4.89  1.68  -1.11  0.087
H  3.78  1.07  0.09  0.081
H  0.11  1.86  -3.69  0.125
H  -0.06  0.08  -3.76  0.144
H  0.60  -2.74  0.43  0.132
H  -0.92  -2.45  -0.41  0.124
H  -2.19  -2.73  1.78  0.123
H  -0.62  -3.31  2.44  0.112
H  1.65  1.97  2.35  0.030
H  1.00  3.29  -2.18  0.118
H  0.94  3.68  -0.48  0.088
H  -0.99  4.80  -0.67  0.124
H  -0.78  4.67  -2.38  0.129
C  -3.22  -4.15  4.48  -0.991
O  -3.99  -4.94  5.08  -0.052
O  -3.64  -3.19  3.72  -0.070
O  -1.94  -4.20  4.53  -0.072

=====

This record from the OMol25 dataset describes the molecule C14H14BrNO4 in a non-equilibrium geometry. The level of theory is ωB97M-V/def2-TZVPD.

Properties
LUMO level in eV: -0.24
Net charge: 0
Kohn-Sham gap in eV: 8.89
SMILES string: CCC(=O)O[C@@H]1C(=O)N(C(=O)CC)c2ccc(Br)cc21
ΔE to the lowest compared entry with this formula, charge and spin in eV: 0.969

Last column: Löwdin charge in e.
Atoms and positions in Å:
C  -1.80  -3.08  -2.91  -0.071
C  -0.77  -2.26  -3.83  -0.111
C  0.27  -1.65  -2.94  -0.455
O  1.36  -1.30  -3.41  0.080
O  -0.11  -1.35  -1.65  0.030
C  0.82  -0.69  -0.65  -0.065
C  0.49  -0.80  0.82  -0.265
O  0.38  -1.92  1.35  0.102
N  0.63  0.42  1.49  0.135
C  0.33  0.68  2.82  -0.340
O  0.51  1.83  3.21  0.087
C  -0.16  -0.38  3.84  -0.113
C  -0.67  0.24  5.20  -0.073
C  0.75  1.43  0.45  -0.095
C  0.44  2.76  0.44  -0.010
C  0.76  3.60  -0.58  -0.125
C  0.85  2.98  -1.77  -0.665
Br  1.02  4.01  -3.38  0.737
C  0.75  1.61  -1.85  -0.055
C  0.91  0.78  -0.76  -0.082
H  -2.30  -2.41  -2.14  0.091
H  -1.19  -3.88  -2.39  0.095
H  -2.51  -3.54  -3.52  0.035
H  -0.31  -2.88  -4.60  0.123
H  -1.26  -1.43  -4.30  0.112
H  1.72  -1.18  -0.94  0.163
H  -0.81  -1.04  3.40  0.065
H  0.72  -1.04  3.99  0.133
H  -0.77  -0.47  6.02  0.066
H  -1.70  0.66  5.15  0.082
H  -0.04  1.00  5.59  0.053
H  0.01  3.36  1.22  0.120
H  0.96  4.69  -0.56  0.132
H  0.72  1.24  -2.82  0.086

=====

This record from the OMol25 dataset describes a structure of composition C14H14Cl3GeIrN6O2S2. The level of theory is ωB97M-V/def2-TZVPD.

Properties
LUMO level in eV: -6.34
Net charge: +2
Kohn-Sham gap in eV: 6.97
ΔE to the lowest compared entry with this formula, charge and spin in eV: 0.000

Last column: Löwdin charge in e.
Atoms and positions in Å:
Ir  -0.49  0.10  -0.56  0.772
S  0.21  1.98  0.62  0.656
C  -0.47  1.79  2.24  -0.645
C  -0.21  2.75  3.21  -0.089
C  -0.74  2.64  4.48  -0.038
C  -1.54  1.55  4.83  -0.054
C  -1.81  0.57  3.89  -0.113
C  -1.27  0.71  2.61  -0.618
S  -1.66  -0.54  1.39  0.631
H  0.41  3.60  2.95  0.117
H  -0.53  3.40  5.21  0.123
H  -1.96  1.47  5.82  0.120
H  -2.43  -0.28  4.13  0.117
N  -1.67  -3.07  -3.17  0.075
C  -1.73  -2.62  -1.92  -0.105
N  -1.00  -1.53  -1.84  -0.038
C  -0.53  -1.35  -3.11  -0.291
N  -0.92  -2.27  -3.95  0.178
C  0.29  -0.17  -3.39  -0.164
C  0.87  0.10  -4.61  -0.020
N  1.62  1.18  -4.80  0.138
C  1.78  2.00  -3.77  -0.044
C  1.20  1.75  -2.52  -0.085
N  0.46  0.66  -2.34  -0.058
H  -2.12  -3.88  -3.57  0.184
H  -2.29  -3.10  -1.12  0.136
H  0.73  -0.57  -5.45  0.137
H  2.38  2.88  -3.91  0.133
H  1.34  2.41  -1.69  0.079
N  2.63  -2.29  1.74  0.207
C  3.33  -1.24  0.92  -0.007
C  2.33  -0.49  0.03  -0.624
O  2.73  0.42  -0.64  0.084
O  1.11  -0.99  0.09  -0.266
H  3.02  -3.22  1.60  0.177
H  1.65  -2.27  1.41  0.144
H  2.66  -2.09  2.74  0.177
H  4.08  -1.71  0.29  0.149
H  3.82  -0.53  1.58  0.150
Cl  -4.72  -1.16  -0.35  0.269
Ge  -3.51  0.35  0.49  -0.350
Cl  -2.47  1.34  -1.20  0.313
Cl  -4.56  1.72  1.64  0.344

=====

This record from the OMol25 dataset describes the molecule C14H14ClNO6S in a non-equilibrium geometry. The level of theory is ωB97M-V/def2-TZVPD.

Properties
LUMO level in eV: 0.61
Net charge: 0
Kohn-Sham gap in eV: 9.37
SMILES string: COC(=O)COc1ccc(S(=O)(=O)NCc2ccco2)cc1Cl

Last column: Löwdin charge in e.
Atoms and positions in Å:
C  -0.18  4.06  0.21  -0.028
O  0.95  3.23  0.42  -0.023
C  1.35  3.07  1.68  -0.499
O  0.82  3.56  2.64  0.124
C  2.63  2.23  1.76  -0.073
O  2.81  1.35  0.69  -0.054
C  2.00  0.27  0.58  -0.280
C  0.95  -0.04  1.43  0.013
C  0.19  -1.18  1.23  -0.042
C  0.49  -2.02  0.18  -0.282
S  -0.47  -3.50  -0.10  0.662
O  0.39  -4.64  -0.04  -0.284
O  -1.64  -3.47  0.73  -0.282
N  -0.89  -3.33  -1.72  -0.121
C  -2.11  -2.58  -1.98  -0.153
C  -1.98  -1.22  -1.39  -0.305
C  -2.65  -0.62  -0.36  -0.021
C  -2.08  0.67  -0.22  -0.058
C  -1.11  0.76  -1.17  -0.114
O  -1.05  -0.38  -1.88  0.056
C  1.52  -1.74  -0.70  -0.072
C  2.27  -0.59  -0.50  -0.572
Cl  3.55  -0.20  -1.57  0.748
H  -0.15  4.91  0.90  0.099
H  -0.13  4.40  -0.82  0.099
H  -1.10  3.50  0.38  0.086
H  2.65  1.72  2.73  0.146
H  3.48  2.92  1.71  0.152
H  0.70  0.61  2.26  0.121
H  -0.63  -1.43  1.88  0.124
H  -0.85  -4.22  -2.19  0.111
H  -2.24  -2.52  -3.06  0.134
H  -2.98  -3.07  -1.52  0.127
H  -3.44  -1.05  0.22  0.119
H  -2.37  1.41  0.50  0.099
H  -0.42  1.53  -1.42  0.122
H  1.73  -2.40  -1.52  0.122

=====

This record from the OMol25 dataset describes a structure of composition C14H14F3IN2O2Sr in a non-equilibrium geometry. The level of theory is ωB97M-V/def2-TZVPD.

Properties
LUMO level in eV: -1.32
Net charge: 0
Kohn-Sham gap in eV: 6.64
ΔE to the lowest compared entry with this formula, charge and spin in eV: 0.207

Last column: Löwdin charge in e.
Atoms and positions in Å:
C  -1.17  -3.91  1.77  0.067
C  0.39  -2.83  3.32  0.043
H  -1.79  -3.18  2.31  -0.034
H  -0.67  -4.71  2.28  -0.007
H  -1.33  -3.97  0.71  -0.005
H  0.53  -1.73  3.51  -0.001
H  -0.49  -3.35  3.75  -0.007
H  1.31  -3.36  3.16  -0.011
C  -2.13  0.16  -2.10  -0.090
C  -3.00  0.96  -2.87  -0.035
C  -2.81  2.34  -2.92  -0.027
C  -1.73  2.91  -2.23  0.010
H  -2.21  -0.92  -2.04  0.120
H  -3.82  0.43  -3.35  0.112
H  -3.52  2.94  -3.48  0.111
H  -1.57  3.98  -2.26  0.100
N  -1.09  0.73  -1.42  -0.058
C  -0.90  2.08  -1.45  -0.198
C  0.13  2.69  -0.54  -0.187
N  0.80  1.88  0.34  -0.045
C  1.60  2.42  1.30  -0.092
C  1.11  4.66  0.50  -0.027
C  1.76  3.82  1.41  -0.032
H  2.12  1.71  1.95  0.123
H  2.36  4.17  2.24  0.108
C  0.30  4.10  -0.49  0.008
H  -0.22  4.72  -1.21  0.099
H  1.24  5.73  0.58  0.110
Sr  0.01  -0.49  0.44  1.156
I  -2.45  0.38  2.43  -0.368
F  3.55  -4.80  -1.02  0.147
C  2.46  -4.08  -0.74  -0.460
F  1.41  -4.53  -1.55  0.080
F  2.10  -4.37  0.57  0.077
C  2.58  -2.53  -0.94  -0.560
O  3.43  -2.19  -1.74  0.081
O  1.73  -1.86  -0.22  -0.309

=====

This record from the OMol25 dataset describes a structure of composition C14H14IN5Ru in a non-equilibrium geometry. The level of theory is ωB97M-V/def2-TZVPD.

Properties
Multiplicity: 5
LUMO level (spin up / spin down) in eV: -7.83 / -10.63
Net charge: +2
Kohn-Sham gap (spin up / spin down) in eV: 7.62 / 4.81
Expectation value of S²: 6.067
ΔE to the lowest compared entry with this formula, charge and spin in eV: 0.000

Last column: Löwdin charge in e.
Atoms and positions in Å:
C  -1.49  -3.02  -1.56  -0.240
C  -2.32  -1.43  -1.55  -0.281
H  -1.31  -3.33  -2.58  0.042
H  -2.41  -3.53  -1.24  0.114
H  -0.75  -3.46  -0.88  0.072
H  -2.03  -0.49  -2.05  0.051
H  -2.97  -1.80  -2.36  0.118
H  -2.97  -1.35  -0.68  0.077
C  2.84  -0.74  -0.33  -0.141
C  4.06  -0.05  -0.21  -0.009
C  4.05  1.34  -0.12  0.004
C  2.81  1.99  -0.09  0.032
H  2.81  -1.82  -0.47  0.114
H  4.99  -0.62  -0.21  0.129
H  4.97  1.92  -0.06  0.137
H  2.72  3.07  -0.03  0.118
N  1.66  -0.12  -0.30  -0.015
C  1.63  1.22  -0.15  -0.211
C  0.30  1.82  0.00  -0.197
N  -0.74  0.97  -0.14  0.030
C  -1.97  1.38  0.17  -0.111
C  -1.18  3.60  0.67  0.003
C  -2.24  2.69  0.58  -0.006
H  -2.76  0.64  0.09  0.100
H  -3.26  2.96  0.81  0.125
C  0.11  3.16  0.38  0.037
H  0.97  3.82  0.44  0.119
H  -1.36  4.64  0.96  0.137
Ru  -0.40  -1.34  -0.97  0.951
I  0.59  -1.14  -3.35  0.613
N  -0.68  -1.79  0.80  -0.004
C  -0.76  -1.81  1.98  -0.164
N  -0.78  -1.63  3.22  0.213
C  -0.98  -2.53  4.16  -0.225
N  -1.16  -3.24  5.08  0.270